101
Properties=species:S:1:pos:R:3 method="wB97M-V/def2-TZVPD" relative_energy_kcal_mol=20.3 charge=+3 homo_lumo_gap_ev="6.399 / 6.401"
Rh 0.11 0.25 0.49
C -2.23 -0.58 5.46
N -1.96 -1.04 4.12
C -2.87 -2.06 3.64
C -1.00 -0.59 3.32
O -0.87 -1.03 2.16
C -0.04 0.47 3.86
O 0.79 1.00 2.84
C 2.19 0.90 3.02
C 2.82 -0.15 2.09
O 2.12 -0.68 1.20
N 4.09 -0.46 2.25
C 5.02 0.16 3.16
C 4.70 -1.46 1.39
H -2.47 -1.44 6.09
H -1.38 -0.08 5.91
H -3.09 0.09 5.47
H -2.82 -2.93 4.29
H -3.89 -1.69 3.63
H -2.58 -2.35 2.63
H -0.60 1.31 4.28
H 0.56 0.02 4.66
H 2.62 1.88 2.76
H 2.43 0.66 4.06
H 4.56 0.90 3.80
H 5.48 -0.61 3.79
H 5.82 0.64 2.59
H 3.92 -2.04 0.91
H 5.31 -0.98 0.62
H 5.33 -2.12 1.98
C 1.63 -3.91 -4.27
C 2.82 -2.97 -4.30
C 3.37 -2.61 -2.92
C 2.33 -1.91 -2.03
N 1.44 -2.87 -1.41
C 0.23 -2.61 -0.96
S -0.55 -1.12 -1.37
N -0.47 -3.50 -0.27
C 0.02 -4.77 0.23
C -0.14 -5.90 -0.80
C 0.09 -7.27 -0.15
C 1.47 -7.45 0.44
H 1.40 -4.25 -5.28
H 0.74 -3.42 -3.89
H 1.85 -4.79 -3.67
H 2.56 -2.06 -4.84
H 3.63 -3.44 -4.87
H 4.22 -1.94 -3.04
H 3.73 -3.50 -2.42
H 1.74 -1.21 -2.63
H 2.83 -1.33 -1.24
H 1.84 -3.78 -1.25
H -1.43 -3.27 -0.07
H -0.56 -5.02 1.12
H 1.06 -4.66 0.52
H 0.57 -5.77 -1.62
H -1.14 -5.86 -1.22
H -0.07 -8.03 -0.92
H -0.67 -7.44 0.62
H 2.25 -7.21 -0.29
H 1.60 -8.48 0.75
H 1.62 -6.82 1.32
C 0.52 3.74 -4.49
C -0.85 3.14 -4.23
C -0.91 2.35 -2.93
N -0.83 3.23 -1.78
C 0.00 3.14 -0.77
S 1.26 1.96 -0.74
N -0.05 3.99 0.27
C -1.12 4.85 0.71
O -1.38 4.80 1.89
C -1.77 5.71 -0.28
C -3.08 6.12 -0.02
C -3.73 6.97 -0.90
C -3.07 7.45 -2.02
C -1.75 7.08 -2.26
C -1.10 6.21 -1.40
H 0.53 4.25 -5.45
H 1.29 2.97 -4.51
H 0.79 4.47 -3.72
H -1.10 2.45 -5.04
H -1.61 3.92 -4.21
H -0.08 1.64 -2.87
H -1.85 1.80 -2.87
H -1.48 4.02 -1.79
H 0.53 3.71 1.07
H -3.58 5.77 0.87
H -4.74 7.27 -0.70
H -3.57 8.13 -2.69
H -1.23 7.48 -3.11
H -0.06 5.97 -1.56
C -4.36 1.36 -0.19
S -3.19 1.03 1.16
C -3.66 2.43 2.24
O -1.85 1.46 0.58
H -5.37 1.17 0.17
H -4.15 0.67 -1.01
H -4.27 2.38 -0.54
H -4.65 2.25 2.63
H -3.63 3.36 1.68
H -2.95 2.50 3.06

11
Properties=species:S:1:pos:R:3 method="wB97M-V/def2-TZVPD" relative_energy_kcal_mol=115.2 homo_lumo_gap_ev=9.647
C -1.53 -0.03 -0.49
C -0.14 -0.04 0.03
O -0.09 0.15 1.40
C 0.99 -0.24 -0.65
C 2.22 0.53 1.18
N 1.18 0.39 1.81
H -2.17 0.67 0.04
H -1.96 -1.04 -0.39
H -1.51 0.21 -1.55
H 1.06 -0.10 -1.72
H 1.81 -0.79 -0.19

81
Properties=species:S:1:pos:R:3 method="wB97M-V/def2-TZVPD" relative_energy_kcal_mol=65.8 homo_lumo_gap_ev=7.219
Pd 1.05 -2.93 1.65
Cl 3.17 -2.53 2.48
C 0.86 -1.05 1.16
C 1.88 -0.17 0.45
C 1.50 1.31 0.68
C 0.18 1.28 1.50
C -0.28 -0.15 1.46
C -0.34 -0.98 0.18
P -0.88 -2.72 0.44
C -2.61 -2.61 0.97
C -3.17 -3.65 1.71
C -4.50 -3.56 2.11
C -5.26 -2.45 1.77
C -4.70 -1.41 1.04
C -3.38 -1.49 0.65
C -0.86 -3.39 -1.24
C 0.19 -4.22 -1.61
C 0.31 -4.63 -2.94
C -0.61 -4.20 -3.88
C -1.67 -3.38 -3.51
C -1.80 -2.98 -2.19
H 2.92 -0.46 0.48
H 2.31 1.84 1.20
H -0.57 1.96 1.07
H -1.02 -0.46 2.19
H -2.57 -4.51 1.98
H -4.94 -4.37 2.69
H -6.30 -2.39 2.09
H -5.29 -0.54 0.79
H -2.93 -0.68 0.09
H 0.89 -4.57 -0.86
H 1.12 -5.28 -3.22
H -0.52 -4.52 -4.91
H -2.40 -3.07 -4.24
H -2.64 -2.35 -1.89
C -1.08 1.54 4.28
Si 0.49 1.82 3.30
C 0.89 3.65 3.23
C 1.91 0.85 3.99
Si 1.20 1.93 -1.09
Te 0.87 -0.56 -1.54
Si 3.25 2.34 -2.18
C 4.43 0.93 -1.84
C 3.92 3.93 -1.45
C 2.97 2.53 -4.03
Si -0.71 3.12 -1.77
C -0.89 2.67 -3.58
C -2.25 2.57 -0.86
C -0.42 4.96 -1.56
H -0.99 1.99 5.28
H -1.28 0.48 4.42
H -1.95 1.99 3.80
H 1.13 4.04 4.22
H 0.04 4.23 2.84
H 1.75 3.85 2.59
H 2.03 1.06 5.06
H 2.86 1.09 3.50
H 1.77 -0.23 3.88
H 4.62 0.81 -0.77
H 5.39 1.12 -2.32
H 4.06 -0.03 -2.22
H 4.08 3.84 -0.38
H 3.24 4.77 -1.63
H 4.88 4.18 -1.91
H 2.47 1.66 -4.45
H 3.92 2.65 -4.54
H 2.36 3.41 -4.25
H -1.08 1.61 -3.70
H 0.00 2.92 -4.16
H -1.73 3.21 -4.01
H -2.30 1.48 -0.78
H -3.13 2.92 -1.40
H -2.30 2.98 0.15
H 0.46 5.29 -2.13
H -0.25 5.22 -0.51
H -1.28 5.53 -1.92
F -0.83 -5.61 0.84
B -0.11 -5.85 2.04
F 0.20 -7.17 2.17
F -0.83 -5.34 3.11
F 1.13 -5.08 1.94

86
Properties=species:S:1:pos:R:3 method="wB97M-V/def2-TZVPD" relative_energy_kcal_mol=5.2 charge=+1 homo_lumo_gap_ev=6.403
Au 0.50 -0.21 0.07
N 0.02 1.12 -1.43
S -0.98 1.63 -2.35
N -2.31 0.71 -2.70
S -3.63 0.71 -1.91
N -3.69 0.79 -0.37
S -2.89 -0.14 0.73
N -1.45 -0.21 0.77
C -3.60 0.57 2.19
C -4.85 1.18 2.21
C -5.32 1.70 3.41
C -4.55 1.61 4.56
C -3.30 1.00 4.52
C -2.82 0.48 3.33
C -3.68 -1.73 0.56
C -4.90 -2.04 1.16
C -5.44 -3.31 0.96
C -4.77 -4.23 0.18
C -3.55 -3.91 -0.41
C -2.99 -2.66 -0.21
C -4.45 -0.72 -2.56
C -3.87 -1.49 -3.55
C -4.55 -2.60 -4.01
C -5.80 -2.92 -3.48
C -6.37 -2.14 -2.49
C -5.70 -1.02 -2.02
C -4.68 2.06 -2.39
C -4.98 2.17 -3.74
C -5.76 3.22 -4.17
C -6.23 4.16 -3.25
C -5.92 4.03 -1.90
C -5.14 2.98 -1.46
C -0.36 1.85 -4.00
C -1.17 1.83 -5.12
C -0.60 2.03 -6.36
C 0.77 2.25 -6.47
C 1.57 2.25 -5.34
C 1.01 2.05 -4.09
C -1.63 3.22 -1.88
C -2.08 4.16 -2.80
C -2.57 5.37 -2.33
C -2.62 5.63 -0.97
C -2.17 4.68 -0.06
C -1.66 3.47 -0.51
H -5.45 1.25 1.31
H -6.29 2.17 3.44
H -4.92 2.02 5.49
H -2.69 0.94 5.41
H -1.84 0.01 3.27
H -5.41 -1.32 1.77
H -6.37 -3.57 1.44
H -5.19 -5.22 0.03
H -3.02 -4.65 -1.01
H -2.02 -2.41 -0.62
H -2.89 -1.23 -3.93
H -4.12 -3.22 -4.78
H -6.32 -3.79 -3.84
H -7.33 -2.40 -2.07
H -6.12 -0.40 -1.24
H -4.61 1.43 -4.45
H -6.00 3.32 -5.22
H -6.84 4.98 -3.59
H -6.28 4.76 -1.19
H -4.87 2.87 -0.42
H -2.23 1.65 -5.02
H -1.22 2.02 -7.25
H 1.21 2.40 -7.45
H 2.64 2.40 -5.43
H 1.62 2.04 -3.19
H -2.03 3.97 -3.86
H -2.90 6.12 -3.04
H -2.99 6.58 -0.61
H -2.19 4.89 1.00
H -1.27 2.73 0.18
C 4.90 -1.55 0.13
C 3.44 -1.35 0.45
S 2.63 -0.24 -0.65
C 2.79 -1.94 1.44
C 3.38 -2.93 2.40
S 1.07 -1.64 1.72
H 5.23 -0.84 -0.63
H 5.09 -2.55 -0.25
H 5.52 -1.40 1.01
H 4.47 -2.92 2.35
H 3.04 -3.95 2.18
H 3.08 -2.70 3.43

13
Properties=species:S:1:pos:R:3 method="wB97M-V/def2-TZVPD" relative_energy_kcal_mol=103.8 homo_lumo_gap_ev=9.198
C -1.78 0.22 -0.02
C -0.56 -0.52 0.46
C 1.25 1.15 -0.23
C 1.85 -0.20 -0.07
O 0.48 -0.33 -0.53
H -2.65 -0.01 0.61
H -1.59 1.30 0.02
H -2.02 -0.06 -1.05
H -0.73 -1.59 0.55
H -0.20 -0.12 1.42
H 1.43 1.43 -1.27
H 2.51 -0.66 -0.81
H 2.00 -0.61 0.93

168
Properties=species:S:1:pos:R:3 method="wB97M-V/def2-TZVPD" relative_energy_kcal_mol=70.9 homo_lumo_gap_ev=9.437
F 2.21 7.12 1.80
C 1.36 6.29 2.38
C 1.56 6.02 3.71
C 0.63 5.25 4.37
C -0.43 4.69 3.66
C -0.58 4.90 2.29
C 0.27 5.74 1.67
H 2.36 6.38 4.34
H 0.74 5.18 5.44
H -1.16 4.10 4.19
H -1.38 4.45 1.71
H 0.11 5.88 0.61
F 1.55 0.09 -2.55
C 0.91 0.26 -1.44
C 1.02 -0.85 -0.53
C 0.32 -0.83 0.66
C -0.58 0.24 0.88
C -0.74 1.33 -0.06
C 0.01 1.28 -1.26
H 1.79 -1.59 -0.69
H 0.47 -1.65 1.35
H -1.19 0.39 1.76
H -1.49 2.08 0.11
H -0.06 1.99 -2.07
F 4.59 -1.30 -1.60
C 5.31 -0.27 -0.98
C 5.87 0.69 -1.84
C 6.50 1.76 -1.21
C 6.53 1.85 0.18
C 6.04 0.80 0.98
C 5.42 -0.25 0.38
H 5.70 0.63 -2.90
H 6.78 2.62 -1.80
H 6.92 2.72 0.68
H 6.12 0.70 2.06
H 5.06 -1.08 0.98
F 4.64 0.77 4.95
C 4.23 1.39 3.86
C 4.69 2.68 3.51
C 4.23 3.31 2.33
C 3.30 2.74 1.55
C 2.66 1.51 1.88
C 3.27 0.86 2.99
H 5.43 3.21 4.09
H 4.58 4.28 1.99
H 2.90 3.31 0.73
H 1.89 1.00 1.32
H 2.97 -0.16 3.19
F -2.66 -1.82 0.39
C -2.52 -2.71 -0.65
C -2.63 -4.06 -0.32
C -2.59 -4.99 -1.31
C -2.23 -4.55 -2.57
C -2.11 -3.22 -2.89
C -2.21 -2.26 -1.89
H -2.85 -4.32 0.71
H -2.75 -6.05 -1.16
H -2.23 -5.26 -3.39
H -1.89 -2.98 -3.92
H -2.07 -1.21 -2.10
F 0.45 -0.79 7.80
C -0.17 -0.13 6.78
C 0.57 0.01 5.60
C -0.04 0.56 4.42
C -1.36 0.98 4.54
C -2.11 0.85 5.69
C -1.54 0.22 6.77
H 1.61 -0.28 5.58
H 0.49 0.57 3.49
H -1.82 1.43 3.66
H -3.16 1.11 5.68
H -2.05 -0.03 7.69
F 5.02 -5.66 -0.28
C 3.98 -5.67 -1.15
C 3.21 -4.50 -1.16
C 2.18 -4.49 -2.12
C 1.93 -5.60 -2.92
C 2.59 -6.80 -2.75
C 3.68 -6.79 -1.93
H 3.55 -3.68 -0.53
H 1.61 -3.60 -2.34
H 1.16 -5.44 -3.66
H 2.26 -7.68 -3.27
H 4.26 -7.68 -1.74
F -0.71 -2.76 -6.49
C 0.65 -2.55 -6.32
C 1.57 -3.05 -7.27
C 2.97 -2.92 -7.13
C 3.47 -2.29 -5.99
C 2.61 -1.82 -4.97
C 1.21 -1.92 -5.20
H 1.15 -3.51 -8.15
H 3.65 -3.29 -7.89
H 4.53 -2.10 -5.96
H 2.99 -1.35 -4.08
H 0.57 -1.56 -4.41
F -3.00 -4.51 6.82
C -3.33 -3.86 5.67
C -4.69 -3.82 5.31
C -5.12 -3.02 4.19
C -4.11 -2.31 3.51
C -2.74 -2.32 3.92
C -2.34 -3.20 4.96
H -5.39 -4.42 5.87
H -6.14 -2.91 3.82
H -4.33 -1.54 2.78
H -1.98 -1.81 3.36
H -1.32 -3.12 5.31
F 0.28 -3.59 3.29
C 0.59 -4.84 2.95
C 0.62 -5.14 1.57
C 1.03 -6.39 1.14
C 1.27 -7.37 2.11
C 1.10 -7.14 3.46
C 0.83 -5.82 3.90
H 0.31 -4.42 0.84
H 1.15 -6.59 0.09
H 1.48 -8.41 1.88
H 1.01 -7.90 4.23
H 0.77 -5.54 4.94
F -2.85 4.16 -7.11
C -2.57 3.01 -6.52
C -2.59 2.96 -5.15
C -2.30 1.79 -4.58
C -2.01 0.63 -5.28
C -1.88 0.66 -6.64
C -2.19 1.87 -7.30
H -2.78 3.78 -4.47
H -2.32 1.75 -3.50
H -1.81 -0.32 -4.82
H -1.61 -0.27 -7.11
H -2.08 1.94 -8.37
F -3.25 2.25 2.03
C -4.39 1.45 1.83
C -4.53 0.74 0.61
C -5.65 -0.03 0.38
C -6.60 -0.10 1.39
C -6.49 0.58 2.61
C -5.37 1.39 2.81
H -3.81 0.82 -0.20
H -5.58 -0.70 -0.46
H -7.42 -0.79 1.25
H -7.27 0.72 3.33
H -5.26 2.07 3.64
F 6.50 6.71 -1.26
C 5.44 5.96 -1.38
C 5.42 4.89 -2.27
C 4.31 4.10 -2.40
C 3.14 4.34 -1.68
C 3.16 5.42 -0.76
C 4.31 6.26 -0.66
H 6.31 4.66 -2.84
H 4.32 3.24 -3.07
H 2.32 3.64 -1.78
H 2.31 5.61 -0.12
H 4.26 7.12 0.00
F -3.51 3.07 -1.57
C -4.67 3.71 -1.91
C -5.24 4.68 -1.06
C -6.55 5.16 -1.33
C -7.12 4.83 -2.55
C -6.56 3.84 -3.41
C -5.34 3.33 -3.10
H -4.82 4.85 -0.07
H -6.96 5.89 -0.64
H -8.05 5.27 -2.89
H -7.02 3.56 -4.35
H -4.83 2.65 -3.76

Electronic energy: -3185.7453; -285.2309; -3833.4478; -3891.0616; -232.2803; -4640.8815 (hartree)
Largest force on an atom: 0.0504; 0.0236; 0.0026; 0.0036; 0.0059; 0.0820 (Eh/bohr)